(1)
A 9-piece molecular cluster, C18H54O9S9 overall in a non-equilibrium geometry, computed with ωB97M-V/def2-TZVPD.

The charge is -1. Its spin multiplicity is 2. Its HOMO energy (spin up / spin down) is 0.024 / -0.235 Ha. As for the gap between HOMO and LUMO (spin up / spin down): 0.04422 / 0.31293 Ha.

Last column: Löwdin charge in e.
CARTESIAN COORDINATES (ANGSTROEM)
S -0.094 -0.475 -1.524  0.8243
S -6.247 0.200 -1.619  0.8017
S -2.533 -5.001 -1.910  0.8231
S 0.089 4.584 -0.103  0.7684
S 3.279 2.657 3.455  0.7816
S 2.473 -3.415 1.095  0.7516
S -1.246 3.795 -4.387  0.8714
S -2.789 -2.388 2.831  0.6596
S 5.193 -0.299 0.019  0.7704
O -1.211 5.203 -3.685  -0.6214
O -5.285 1.339 -2.013  -0.5831
O 4.386 0.634 -0.875  -0.5695
O 0.959 -3.167 0.680  -0.6070
O -1.385 -1.924 2.546  -0.6086
O 4.412 1.671 3.830  -0.6156
O 0.981 3.373 -0.061  -0.5907
O 0.016 0.241 -2.809  -0.5846
O -3.838 -4.733 -1.092  -0.6127
C -6.459 0.528 0.116  -0.3018
C -1.239 -3.831 -1.312  -0.2719
C -3.705 -2.063 1.277  -0.2802
C 6.440 0.741 0.926  -0.2446
C 1.423 -0.064 -0.534  -0.2402
C -2.176 2.674 -3.255  -0.2618
C 0.471 3.052 -4.136  -0.2517
C 6.479 -0.988 -1.121  -0.2671
C -2.618 -4.194 2.542  -0.2573
C -2.791 -4.158 -3.516  -0.2724
C -5.253 -1.287 -1.646  -0.2741
C 2.600 -5.021 2.048  -0.2650
C 0.336 5.499 1.516  -0.2543
C 2.735 -2.254 2.569  -0.2222
C 2.312 1.768 2.086  -0.2334
C 0.910 5.860 -1.152  -0.2541
C -1.325 0.549 -0.593  -0.2244
C 2.035 2.602 4.795  -0.2777
H -4.236 -0.962 -1.424  0.0328
H -4.728 -2.383 1.474  0.0441
H 2.194 -0.806 -0.745  0.0287
H 5.995 -1.449 -1.981  0.0422
H 1.155 0.018 0.519  0.0284
H 1.373 2.304 1.950  0.0323
H 5.899 1.349 1.650  0.0172
H -3.661 -1.035 0.917  0.0299
H -0.840 -4.270 -0.398  0.0218
H 1.745 0.965 -0.696  0.0329
H -3.391 -4.660 1.931  0.0416
H -1.622 -4.427 2.164  0.0456
H -6.985 1.475 0.233  0.0481
H 7.130 -1.725 -0.650  0.0393
H -6.985 -0.273 0.636  0.0416
H 1.961 -2.358 3.330  0.0615
H 3.568 -5.065 2.548  0.0343
H 0.017 4.909 2.375  0.0251
H -3.520 -4.650 -4.159  0.0447
H -3.217 2.929 -3.451  0.0349
H 2.592 2.402 5.710  0.0417
H -1.202 0.113 0.398  0.0280
H 0.474 2.075 -4.619  0.0319
H 2.467 -5.932 1.465  0.0348
H -5.253 -1.524 -2.710  0.0426
H 1.779 -4.945 2.762  0.0402
H 1.207 3.653 -4.670  0.0375
H 0.967 5.419 -2.147  0.0222
H -5.668 -2.060 -1.000  0.0579
H -0.336 6.352 1.425  0.0347
H 1.478 3.533 4.893  0.0334
H 7.046 0.071 1.537  0.0491
H -3.300 -2.759 0.542  0.0105
H 7.100 -0.197 -1.541  0.0438
H 0.229 6.711 -1.157  0.0488
H 7.000 1.422 0.285  0.0553
H -2.379 0.501 -0.869  0.0340
H 0.830 2.876 -3.122  0.0386
H -2.805 -4.736 3.469  0.0298
H -2.007 2.913 -2.205  0.0387
H -5.514 0.636 0.649  0.0417
H 3.783 -2.306 2.863  0.0448
H -0.967 1.578 -0.552  0.0277
H -1.864 -4.130 -4.088  0.0447
H -1.727 -2.867 -1.167  0.0233
H -1.996 1.608 -3.391  0.0384
H 1.401 1.734 4.614  0.0389
H 2.612 -1.251 2.160  -0.0001
H 3.036 1.721 1.272  0.0311
H -3.068 -3.110 -3.401  0.0434
H 2.115 0.782 2.505  0.0289
H 1.367 5.754 1.761  0.0464
H 1.877 6.222 -0.801  0.0528
H -0.466 -3.853 -2.080  0.0523

***

(2)
C18H56AlO9P2S9 as an isolated structure in a non-equilibrium geometry, computed with ωB97M-V/def2-TZVPD.

The charge is -1. Its spin multiplicity is 1. Its HOMO energy is -0.129 Ha. As for the gap between HOMO and LUMO: 0.18878 Ha.

Last column: Löwdin charge in e.
CARTESIAN COORDINATES (ANGSTROEM)
S 4.259 4.276 4.791  0.8135
S -0.055 6.797 4.397  -0.1794
S -4.556 4.992 -2.496  0.7965
S -1.576 -7.125 -2.968  0.8155
S 4.464 -0.680 2.302  0.7935
S -5.511 3.627 5.410  0.7854
S 2.002 -4.427 -1.389  0.7955
S 2.390 -6.098 -5.353  0.8263
S 0.581 1.175 -3.367  0.7972
P 0.594 5.245 3.297  0.1236
P -2.872 3.403 2.514  0.5278
Al -0.959 4.519 1.633  0.0631
O -1.084 -5.736 -3.184  -0.5559
O 2.206 -3.169 -2.167  -0.5587
O -0.663 1.914 -3.700  -0.5626
O -5.765 5.761 -2.909  -0.5793
O 1.663 -7.269 -4.790  -0.5668
O -3.214 2.248 1.590  -0.6337
O 3.064 3.504 4.371  -0.5833
O 3.745 -1.877 2.821  -0.5648
O -4.043 3.794 5.477  -0.5726
C -0.242 3.228 0.276  -0.2960
C 0.079 -0.349 -2.569  -0.2602
C -6.213 4.605 6.747  -0.2763
C -0.460 3.604 -1.019  -0.1504
C -5.888 2.023 6.130  -0.2731
C 5.217 3.211 5.881  -0.2701
C -0.150 -8.136 -2.590  -0.2683
C -2.296 -7.158 -1.321  -0.2693
C 4.338 -0.733 0.509  -0.2737
C -3.945 4.151 -3.962  -0.2699
C 3.150 -4.403 -0.014  -0.2596
C 1.128 0.401 -4.898  -0.2761
C 2.269 -6.193 -7.143  -0.2732
C 5.418 4.229 3.417  -0.2666
C 0.518 -4.211 -0.407  -0.2540
C 3.401 0.741 2.523  -0.2703
C -5.115 3.516 -1.645  -0.2664
C 1.312 -4.683 -5.158  -0.2653
H 2.848 -7.052 -7.474  0.0452
H 0.943 -1.002 -2.430  0.0264
H 1.214 -4.474 -4.098  0.0031
H -4.760 3.594 -4.427  0.0524
H 5.384 2.248 5.398  0.0514
H -3.575 4.909 -4.648  0.0454
H 0.301 -0.157 -5.339  0.0528
H -3.190 -6.539 -1.332  0.0502
H 3.055 -3.470 0.543  0.0348
H 0.403 -5.064 0.260  0.0509
H 1.443 1.192 -5.575  0.0435
H 3.305 0.936 3.588  0.0407
H 2.417 0.542 2.098  0.0653
H 6.167 3.692 6.113  0.0497
H 3.852 1.607 2.039  0.0477
H 4.747 0.185 0.088  0.0541
H 0.419 -7.661 -1.789  0.0553
H -5.566 3.824 -0.705  0.0496
H -0.676 -0.845 -3.180  0.0603
H -6.969 1.908 6.214  0.0476
H 1.968 -0.262 -4.686  0.0480
H -0.325 -4.163 -1.095  0.0402
H 5.570 3.196 3.102  0.0434
H 6.362 4.679 3.724  0.0505
H -4.260 2.871 -1.437  0.0519
H -0.474 -9.133 -2.287  0.0548
H 3.294 -0.849 0.217  0.0543
H -6.039 5.653 6.513  0.0497
H -1.419 5.847 0.866  -0.0824
H 4.159 -4.489 -0.414  0.0523
H 0.069 4.441 -1.467  0.0415
H 0.462 -8.191 -3.492  0.0076
H 1.781 5.663 2.654  -0.1046
H -3.131 3.480 -3.683  0.0387
H -1.229 3.108 -1.608  0.0237
H 4.914 -1.585 0.154  0.0428
H 0.330 -4.906 -5.576  0.0611
H 1.753 -3.821 -5.658  0.0586
H -1.578 -6.758 -0.604  0.0438
H -5.488 1.263 5.463  0.0511
H -4.010 4.251 2.540  -0.0531
H 0.590 -3.285 0.164  0.0639
H -5.416 1.944 7.110  0.0546
H 4.643 3.073 6.794  0.0500
H -0.347 -0.091 -1.600  0.0539
H -2.736 2.960 3.837  -0.0700
H 4.984 4.805 2.603  0.0521
H -5.851 3.000 -2.263  0.0523
H 0.197 2.265 0.534  0.0039
H 2.681 -5.282 -7.577  0.0514
H -7.285 4.415 6.813  0.0472
H -5.719 4.349 7.684  0.0542
H 1.225 -6.317 -7.430  0.0574
H 2.945 -5.251 0.638  0.0570
H 0.989 4.215 4.147  -0.1209
H -2.562 -8.184 -1.064  0.0508